(1)
Here is a cluster of 3 separate species, C17H50N6O5P3 in total at a distorted geometry from the OMol25 dataset. Energies are from wB97M-V/def2-TZVPD.

CARTESIAN COORDINATES (ANGSTROEM)
C -2.1799 -0.5719 0.9935
C -1.9442 0.8749 0.5715
C -2.3442 1.8856 1.6515
O -1.6881 1.5419 2.8334
P -2.0988 2.3942 4.2855
O -0.3835 2.2524 4.7270
C 0.0406 3.5023 5.1664
C -0.6266 4.5475 4.2540
O -1.7514 3.9672 3.6243
H -1.5810 -1.2405 0.3710
H -1.8843 -0.7255 2.0278
H -3.2319 -0.8285 0.8628
H -0.8637 1.0122 0.4424
H -2.3884 1.1171 -0.3957
H -2.0444 2.8793 1.2973
H -3.4397 1.8853 1.7698
H -2.3992 3.1137 5.5331
H -2.2704 1.1866 5.0481
H -3.4871 2.4752 3.9410
H -0.2523 3.5942 6.2225
H 1.1290 3.6285 5.0972
H 0.0458 4.7925 3.4215
H -0.9351 5.4707 4.7557
O -2.4565 -4.3617 -1.1872
P -1.5132 -5.4694 -0.9163
N -0.1261 -4.8576 -1.7356
C 0.8753 -5.6636 -2.3932
C 0.3134 -3.5164 -1.3790
N -2.2248 -6.8307 -1.6976
C -1.8358 -7.1841 -3.0502
C -3.6744 -6.8573 -1.5358
N -0.6731 -6.3635 0.2179
C 0.0707 -5.6212 1.2330
C -0.6209 -7.8131 0.3347
H 1.3430 -6.4164 -1.7379
H 1.6761 -5.0149 -2.7495
H 0.4828 -6.1687 -3.2741
H 1.0631 -3.5223 -0.5759
H -0.5341 -2.9188 -1.0492
H 0.7462 -3.0102 -2.2460
H -1.9127 -6.3476 -3.7582
H -2.4814 -7.9912 -3.4027
H -0.8217 -7.5811 -3.0775
H -4.1890 -6.1781 -2.2247
H -3.9566 -6.5718 -0.5227
H -4.0334 -7.8755 -1.7087
H 1.1466 -5.6345 1.0273
H -0.0969 -6.0399 2.2265
H -0.2503 -4.5798 1.2680
H 0.0294 -8.2469 -0.4298
H -1.6005 -8.2756 0.2591
H -0.2134 -8.0752 1.3130
O -0.1340 4.2344 -0.9127
P 1.2970 4.1451 -1.2754
N 1.9996 4.2242 0.2794
C 3.2675 4.8258 0.6121
C 1.5227 3.2389 1.2499
N 1.5756 5.5511 -2.2398
C 2.0994 6.7595 -1.6305
C 0.4519 5.8430 -3.1206
N 2.5118 3.2385 -1.9957
C 2.6433 1.8493 -1.5686
C 3.4400 3.6694 -3.0278
H 4.1188 4.4228 0.0370
H 3.4798 4.6387 1.6649
H 3.2537 5.9085 0.4953
H 2.1559 2.3406 1.2433
H 0.5005 2.9299 1.0405
H 1.5191 3.6455 2.2616
H 1.5228 7.0911 -0.7564
H 2.0895 7.5615 -2.3723
H 3.1424 6.6341 -1.3410
H -0.3723 6.3464 -2.6025
H 0.0531 4.9271 -3.5563
H 0.7968 6.4811 -3.9399
H 3.5016 1.7157 -0.9008
H 2.7654 1.1844 -2.4268
H 1.7519 1.5215 -1.0327
H 4.2222 4.3120 -2.6134
H 2.9493 4.2016 -3.8379
H 3.9218 2.7904 -3.4623

Output
- calculated total energy (eV) = -65483.9251
- E_LUMO (eV) = 2.11
- frontier orbital gap (eV) = 6.14
- net charge = -1
- HOMO (eV) = -4.0


(2)
Here is an isolated molecule of C5H9NO at a distorted geometry from the OMol25 dataset. Energies are from wB97M-V/def2-TZVPD.

CARTESIAN COORDINATES (ANGSTROEM)
C -1.2480 0.9481 0.7362
C -0.7516 -0.2365 -0.0850
C -0.7940 0.0899 -1.6510
C 0.5881 -0.8755 0.1546
C 1.6835 -0.3270 0.7340
N 2.7953 -1.1083 0.9032
O 3.8322 -0.5354 1.3084
H -0.4404 1.6579 1.0984
H -1.9546 0.5821 1.5595
H -2.0216 1.5079 0.1661
H -1.4978 -1.1101 -0.0430
H -1.3952 1.0458 -1.7992
H 0.1984 0.3214 -2.0794
H -1.3034 -0.8013 -2.1208
H 0.6521 -1.9003 0.0294
H 1.6569 0.7415 1.0886

Output
- calculated total energy (eV) = -8864.7782
- E_LUMO (eV) = -0.63
- frontier orbital gap (eV) = 8.41
- net charge = 0
- relative energy (zero: lowest compared OMol25 entry of this formula, charge and spin) (eV) = 4.434
- HOMO (eV) = -9.0


(3)
Here is a cluster of 2 separate species, C10H16 in total at a distorted geometry from the OMol25 dataset. Energies are from wB97M-V/def2-TZVPD.

CARTESIAN COORDINATES (ANGSTROEM)
C -1.2408 -1.4646 1.7929
C -1.0121 -1.6105 0.3280
C -0.6221 -2.8469 -0.2293
C -0.4502 -2.9861 -1.5901
C -0.6949 -1.9201 -2.4366
C -1.0593 -0.6954 -1.9354
C -1.0935 -0.5175 -0.5331
H -2.1816 -1.9664 2.0682
H -1.4720 -0.4410 2.0883
H -0.4660 -1.9653 2.3889
H -0.6149 -3.6957 0.4360
H -0.1507 -3.9368 -2.0321
H -0.5834 -1.9744 -3.5207
H -1.0952 0.2264 -2.5106
H -1.3360 0.4558 -0.1591
C 0.1498 2.5287 -0.1202
C 1.3889 2.8074 0.7755
C 2.3636 1.6599 0.9685
H 0.4205 1.9303 -0.9965
H -0.2887 3.4718 -0.4384
H -0.6477 2.0270 0.4110
H 1.7389 3.7800 0.4043
H 0.8965 2.9994 1.7413
H 2.4362 1.3586 2.0268
H 2.2141 0.8146 0.3167
H 3.4006 1.9609 0.7556

Output
- calculated total energy (eV) = -10628.8967
- E_LUMO (eV) = 1.02
- frontier orbital gap (eV) = 9.99
- net charge = 0
- relative energy (zero: lowest compared OMol25 entry of this formula, charge and spin) (eV) = 0.847
- HOMO (eV) = -9.0


(4)
Here is a structure of composition C26H36N3P2Pd at a distorted geometry from the OMol25 dataset. Energies are from wB97M-V/def2-TZVPD.

CARTESIAN COORDINATES (ANGSTROEM)
Pd -0.1013 -0.0197 0.1577
C -0.4261 1.1927 -2.6731
N 0.1732 -0.0142 -2.0695
C -0.4412 -1.2055 -2.6914
C 1.6118 -0.0214 -2.3366
C 2.0177 -0.0393 -3.6609
C 3.3558 -0.0312 -4.0038
C 4.2847 -0.0092 -2.9773
C 3.8863 0.0097 -1.6547
C 2.5282 -0.0014 -1.2684
N 2.0026 -0.0250 0.0202
C 2.6988 0.0228 1.2236
C 4.0957 0.0823 1.4261
C 4.6645 0.0750 2.6847
C 3.8798 0.0192 3.8242
C 2.5088 -0.0238 3.6612
C 1.9316 -0.0139 2.4019
N 0.4695 -0.0276 2.3204
C -0.0486 -1.2370 2.9929
C -0.0678 1.1731 2.9917
H -0.2369 1.2318 -3.7484
H 0.0013 2.0774 -2.2092
H -1.5015 1.1643 -2.5216
H -0.2519 -1.2335 -3.7667
H -1.5164 -1.1645 -2.5411
H -0.0264 -2.1019 -2.2386
H 1.2769 -0.0506 -4.4502
H 3.6594 -0.0373 -5.0415
H 5.3438 -0.0050 -3.1995
H 4.6763 0.0172 -0.9392
H 4.7845 0.1298 0.6135
H 5.7429 0.1171 2.7654
H 4.3177 0.0205 4.8122
H 1.8784 -0.0530 4.5404
H 0.3085 -1.3071 4.0224
H 0.2769 -2.1199 2.4474
H -1.1313 -1.1903 3.0103
H 0.2872 1.2470 4.0219
H -1.1498 1.1108 3.0065
H 0.2458 2.0613 2.4476
C -2.0504 -3.2908 -0.5646
P -2.0745 -1.5990 0.1626
C -3.0939 -1.9587 1.6503
C -3.3227 -0.6941 -0.8393
C -4.3046 -1.3714 -1.5643
C -5.2579 -0.6753 -2.2901
C -5.2518 0.7151 -2.2856
C -4.2925 1.3984 -1.5555
C -3.3162 0.7088 -0.8349
P -2.0569 1.5964 0.1703
C -2.0208 3.2908 -0.5526
C -3.0805 1.9621 1.6547
H -2.9064 -3.8700 -0.2168
H -1.1396 -3.7998 -0.2491
H -2.0657 -3.2586 -1.6511
H -4.0417 -2.3947 1.3322
H -3.3047 -1.0496 2.2136
H -2.5775 -2.6671 2.2982
H -4.3246 -2.4547 -1.5732
H -6.0060 -1.2146 -2.8567
H -5.9953 1.2642 -2.8489
H -4.3029 2.4819 -1.5579
H -2.8710 3.8777 -0.2032
H -2.0372 3.2620 -1.6392
H -1.1051 3.7906 -0.2368
H -4.0219 2.4115 1.3356
H -2.5581 2.6610 2.3081
H -3.3048 1.0533 2.2134

Output
- calculated total energy (eV) = -54068.4450
- E_LUMO (spin up / spin down) (eV) = -3.62 / -3.71
- frontier orbital gap (spin up / spin down) (eV) = 5.78 / 5.70
- net charge = +1
- relative energy (zero: lowest compared OMol25 entry of this formula, charge and spin) (eV) = 2.031
- HOMO (spin up / spin down) (eV) = -9.4 / -9.4